{
  "formula": "C7H11Cl",
  "method": "ωB97M-V/def2-TZVPD",
  "species": ["C", "C", "C", "C", "C", "C", "C", "H", "H", "H", "H", "H", "H", "H", "H", "H", "H", "H", "Cl"],
  "xyz": [[1.564, -1.867, -0.226], [1.470, -0.291, -0.059], [0.466, 0.527, 0.180], [0.666, 2.031, 0.364], [-0.973, 0.066, 0.243], [-1.837, 0.267, -0.942], [-1.280, -0.850, 1.091], [0.410, -2.040, -0.354], [2.046, -2.093, -1.253], [1.949, -2.433, 0.632], [1.178, 2.297, 2.070], [1.577, 2.658, -0.707], [-0.781, 2.763, -0.051], [-2.772, -0.151, -0.660], [-1.349, -0.213, -1.922], [-2.042, 1.407, -1.331], [-0.875, -1.587, 1.739], [-2.488, -0.759, 1.189], [3.068, 0.267, -0.004]],
  "forces_ev_per_a": [[-3.702, 1.721, -2.116], [1.503, -2.963, 0.471], [-0.997, 1.757, -0.442], [-0.417, 2.675, -1.309], [3.967, 0.893, -2.028], [0.386, 3.286, -3.011], [-6.279, -0.761, 2.021], [2.142, -0.717, 0.193], [-0.502, 0.235, 1.973], [0.082, 0.498, -0.407], [-1.220, -0.353, -4.189], [-2.611, -1.965, 3.751], [4.018, -1.917, 1.588], [-1.013, -0.472, -0.546], [-1.100, 0.608, 2.342], [0.609, -2.556, 1.244], [1.122, 0.421, 0.687], [2.501, -1.497, -0.229], [1.513, 1.109, 0.008]],
  "lowdin_charge": [-0.11, -0.73, -0.47, -0.14, -0.44, -0.09, 0.04, 0.08, 0.09, 0.07, 0.21, 0.17, 0.18, 0.04, 0.13, 0.11, 0.07, 0.12, 0.68],
  "de_lowest_kj_mol": 915.00,
  "orbital_gap_ha": 0.318,
  "multiplicity": 1,
  "max_force_ev_per_a": 6.6
}

{
  "formula": "C2H7N2S",
  "method": "ωB97M-V/def2-TZVPD",
  "species": ["C", "S", "H", "H", "H", "N", "C", "N", "H", "H", "H", "H"],
  "xyz": [[2.010, 1.209, 0.276], [2.594, -0.500, -0.029], [1.960, 1.458, 1.339], [1.009, 1.390, -0.132], [2.688, 1.927, -0.192], [-0.589, -1.303, 0.032], [-1.609, -0.503, -0.294], [-2.839, -0.846, -0.202], [-0.861, -2.243, 0.279], [0.378, -0.972, 0.154], [-1.325, 0.482, -0.672], [-3.416, -0.099, -0.559]],
  "forces_ev_per_a": [[0.094, -0.018, -0.022], [-0.133, 0.117, 0.144], [0.045, -0.073, 0.052], [0.014, -0.003, -0.067], [-0.040, 0.091, -0.029], [-0.411, -0.059, 0.067], [0.128, 0.298, -0.042], [-0.348, -0.353, -0.042], [0.318, 0.120, 0.183], [0.243, -0.311, -0.304], [0.263, 0.045, 0.100], [-0.174, 0.145, -0.040]],
  "lowdin_charge": [-0.72, 0.05, -0.02, -0.03, -0.03, 0.07, -0.44, 0.00, 0.09, -0.07, 0.10, -0.01],
  "de_lowest_kj_mol": 5.91,
  "charge": -1,
  "orbital_gap_ha": 0.248,
  "multiplicity": 1,
  "max_force_ev_per_a": 0.5
}

{
  "formula": "CH5NOS",
  "method": "ωB97M-V/def2-TZVPD",
  "species": ["C", "N", "O", "S", "H", "H", "H", "H", "H"],
  "xyz": [[-1.109, 1.285, -0.135], [1.892, -0.985, 0.165], [-1.686, -1.182, -0.206], [-2.206, 0.123, 0.184], [-1.351, 2.302, 0.098], [1.835, 0.024, 0.216], [-0.155, 1.069, -0.582], [1.366, -1.364, 0.942], [1.415, -1.273, -0.681]],
  "forces_ev_per_a": [[-1.137, -0.713, 0.354], [0.095, -0.039, -0.051], [-0.237, -0.734, -0.005], [1.483, 1.351, -0.428], [-0.254, 0.344, 0.156], [0.023, -0.008, 0.065], [0.121, -0.236, -0.095], [-0.045, 0.049, -0.017], [-0.049, -0.014, 0.022]],
  "lowdin_charge": [-0.30, 0.01, -0.58, 0.86, 0.00, -0.01, 0.01, 0.01, 0.00],
  "de_lowest_kj_mol": 162.95,
  "orbital_gap_ha": 0.352,
  "multiplicity": 1,
  "max_force_ev_per_a": 2.1
}

{
  "formula": "C6H12O2",
  "method": "ωB97M-V/def2-TZVPD",
  "species": ["C", "O", "C", "O", "C", "C", "C", "C", "H", "H", "H", "H", "H", "H", "H", "H", "H", "H", "H", "H"],
  "xyz": [[-1.389, -1.872, -0.681], [-0.863, -0.563, -0.917], [-1.493, 0.382, -0.102], [-2.825, 0.624, -0.348], [-0.752, 1.038, 0.782], [0.981, 0.680, 0.688], [1.736, 1.560, -0.285], [1.461, -0.753, 0.687], [-2.432, -1.936, -1.005], [-1.318, -2.136, 0.379], [-0.789, -2.583, -1.254], [-2.958, 0.461, -1.296], [-1.139, 1.994, 1.131], [1.098, 1.073, 1.704], [2.796, 1.585, -0.005], [1.660, 1.199, -1.315], [1.376, 2.592, -0.252], [1.556, -1.175, -0.318], [0.820, -1.388, 1.302], [2.476, -0.784, 1.104]],
  "forces_ev_per_a": [[0.047, -0.286, -0.178], [-1.427, 0.253, 0.574], [0.800, 0.047, -0.487], [0.600, -0.512, -0.265], [2.709, -0.949, -2.176], [-3.173, 1.636, 2.001], [-0.179, 0.281, -0.088], [-0.047, -0.248, -0.058], [0.047, -0.089, 0.061], [-0.040, 0.111, -0.091], [-0.068, 0.200, -0.002], [-0.087, 0.049, 0.250], [0.409, -0.314, 0.513], [0.940, -0.076, -0.081], [-0.105, -0.098, -0.093], [-0.056, 0.000, 0.105], [0.002, -0.096, -0.052], [-0.299, 0.063, 0.072], [0.106, -0.044, -0.099], [-0.176, 0.071, 0.091]],
  "lowdin_charge": [-0.08, -0.12, -0.45, 0.06, 0.08, -0.36, -0.10, -0.10, 0.09, 0.09, 0.09, 0.12, 0.10, 0.10, 0.08, 0.08, 0.07, 0.08, 0.08, 0.08],
  "de_lowest_kj_mol": 273.69,
  "orbital_gap_ha": 0.351,
  "smiles": "CO/C(O)=C\\C(C)C",
  "multiplicity": 1,
  "max_force_ev_per_a": 4.1
}